# 1
15
Properties=species:S:1:pos:R:3 method="wB97M-V/def2-TZVPD" multiplicity=3 homo_lumo_gap_ev="5.456 / 6.167" molar_mass_g_mol=103.19 max_force_ha_per_bohr=0.14737 lumo_energy_ev="0.871 / -0.812" relative_energy_kcal_mol=135.4
C -0.75427 -0.83598 -0.60699
C -1.73626 0.58446 0.75548
C 0.58037 1.61909 -0.27888
C 1.79763 -1.14210 0.27274
N -1.96161 -0.41622 -0.03307
S 0.31163 0.02076 0.66921
H -0.51879 -1.92225 -0.51597
H -2.77109 0.94962 1.18162
H 1.31286 2.24917 0.23092
H 0.97326 1.45452 -1.38307
H -0.30842 2.22747 -0.34678
H 2.76843 -0.97645 0.64696
H 1.42946 -2.13431 0.68484
H 1.74620 -1.03336 -0.80884
H -2.86940 -0.64442 -0.46816


# 2
14
Properties=species:S:1:pos:R:3 method="wB97M-V/def2-TZVPD" multiplicity=1 homo_lumo_gap_ev=6.374 molar_mass_g_mol=73.11 charge=-1 max_force_ha_per_bohr=0.05757 lumo_energy_ev=4.206 relative_energy_kcal_mol=37.4
C 0.95851 -2.44519 0.71210
O 1.28435 -1.21961 0.17842
H 1.46859 -3.24729 0.18358
H -0.13632 -2.71304 0.57476
H 1.24029 -2.44885 1.87947
C 0.43230 1.57843 -0.85211
C -1.04166 1.68654 -0.46056
C -1.64216 0.76608 0.35592
H 0.91604 2.23352 -0.04780
H 0.74823 2.05973 -1.81777
H 0.95847 0.62900 -0.74635
H -1.40423 2.65299 -0.82575
H -2.74348 0.67508 0.46164
H -1.03893 -0.20738 0.40444


# 3
15
Properties=species:S:1:pos:R:3 method="wB97M-V/def2-TZVPD" multiplicity=1 homo_lumo_gap_ev=7.688 molar_mass_g_mol=89.11 charge=-1 max_force_ha_per_bohr=0.03264 lumo_energy_ev=3.865 relative_energy_kcal_mol=8.1
C -1.15454 -1.78193 0.48039
C -1.49140 -0.82877 1.65363
O -1.89247 0.32134 1.35844
O -1.32991 -1.32438 2.79580
H -1.71626 -2.70379 0.55367
H -0.06670 -1.87151 0.36644
H -1.39041 -1.28423 -0.47095
C 1.50490 0.99199 -1.50314
C 0.71165 1.41584 -0.24597
H 1.11586 0.04744 -1.86914
H 1.52386 1.78416 -2.24602
H 2.55244 0.79221 -1.25550
H 1.27096 1.07554 0.63440
H -0.22998 0.87790 -0.16022
H 0.59201 2.48821 -0.09182